# C40H32FN6O6

A cluster of 3 separate species, C40H32FN6O6 in total at a distorted geometry (the ωB97M-V functional and the def2-TZVPD basis, the Open Molecules 2025 dataset).

Geometry as XYZ:
```
85
Properties=species:S:1:pos:R:3:forces:R:3
F 8.666740 0.315261 -4.268187 -0.63 0.34 0.46
O -5.086616 -5.587214 -2.416563 0.01 0.02 -0.01
O 7.939748 3.353934 -2.047320 -0.18 0.32 -0.14
O 6.762391 1.418387 -3.905100 0.55 -0.12 0.02
O -9.521619 -2.833014 -1.184829 0.00 0.02 -0.01
O -2.060227 -3.488222 4.364973 -0.02 0.00 0.00
O -1.085800 0.320675 0.718520 0.11 0.05 0.00
N 7.591190 4.455847 0.617960 -0.35 -0.98 0.49
N 6.403045 2.478094 0.194125 0.06 0.41 -0.52
N 5.522581 5.954698 -0.377520 0.34 0.13 0.32
N 8.305683 1.113039 -2.180929 -0.75 0.05 0.05
N 5.429882 4.556505 -0.325016 -0.33 -0.05 0.09
N 3.042998 3.304516 -2.799113 -0.04 -0.03 -0.15
C -1.866123 -2.625351 3.537251 -0.02 -0.02 0.01
C -7.435071 -2.829152 0.681399 0.04 0.03 0.08
C -8.139350 -5.355590 -5.268253 -0.01 0.01 0.01
C 4.758259 6.636924 0.675323 -0.10 0.22 -0.03
C 2.143207 2.729086 -2.008411 -0.11 -0.02 0.11
C 3.319862 3.321185 -0.029998 0.10 0.09 0.05
C -5.247140 -3.640374 1.267737 -0.09 0.04 0.02
C 7.820063 2.180748 0.005737 0.65 -0.25 0.20
C -8.371306 -4.125443 -2.790197 0.06 0.00 0.04
C -8.510813 -3.434190 -1.475526 -0.02 0.00 0.01
C 6.414950 3.877409 0.168476 0.18 0.30 0.11
C -6.215993 -4.242463 -0.843634 -0.04 -0.01 -0.06
C -1.618459 1.471615 4.705148 0.00 -0.01 0.00
C -9.298984 -4.662812 -4.938239 0.02 -0.01 0.00
C -5.167618 -4.315982 0.063344 0.01 0.06 0.12
C -1.387113 -2.303639 -0.204341 -0.01 -0.05 -0.06
C -1.784161 -1.187487 3.927600 0.02 -0.01 -0.06
C 8.021034 2.286809 -1.505021 0.26 -0.31 -0.08
C 7.793679 1.004895 -3.513518 0.31 -0.19 -0.39
C -1.730054 -4.616072 0.354591 0.06 -0.01 0.00
C -1.979420 -0.840696 5.258323 0.00 0.06 0.07
C -7.211093 -4.831703 -3.117055 -0.01 0.03 0.05
C -9.415292 -4.048823 -3.702940 -0.04 -0.01 -0.08
C 4.256432 3.905494 -0.858756 0.05 -0.02 -0.05
C -1.513411 -0.197628 2.980878 -0.02 -0.06 -0.02
C -7.098882 -5.442610 -4.359585 -0.03 -0.03 -0.08
C -1.425862 1.131269 3.377208 -0.01 0.06 0.06
C -6.379656 -2.892797 1.575431 0.01 0.00 -0.04
C -1.337272 -0.538600 1.540012 -0.02 0.00 -0.02
C 4.089130 3.883654 -2.235430 0.02 -0.01 0.18
C 8.570279 3.340445 0.712296 -0.38 -0.15 -0.50
C -1.513075 -3.624543 -0.596248 0.00 -0.01 0.01
C -1.900227 0.486120 5.645030 0.01 0.01 -0.01
C 5.559023 6.849569 1.958623 0.03 -0.39 -0.11
C -6.083664 -4.948538 -2.150219 0.02 -0.02 -0.01
C -1.484567 -1.965617 1.140560 -0.02 0.01 0.05
C -1.715581 -2.960543 2.092775 0.03 0.06 0.02
C -1.831823 -4.286804 1.695250 0.06 -0.09 -0.09
C -7.358178 -3.504922 -0.530237 0.01 -0.02 -0.05
C 2.231171 2.715684 -0.622222 -0.03 -0.11 0.11
H -4.296707 -4.901544 -0.187334 -0.01 -0.03 -0.07
H 6.622765 6.828834 1.732501 0.08 0.22 -0.03
H 5.327084 7.813284 2.401097 -0.04 0.01 0.11
H 1.480501 2.232199 -0.013474 -0.12 -0.03 -0.09
H 4.828636 4.331038 -2.888238 0.08 0.01 -0.09
H -8.323963 -2.257567 0.909009 -0.04 -0.02 -0.04
H -6.193981 -5.982159 -4.601432 0.03 0.00 0.05
H 5.252834 6.250493 -1.305465 -0.11 -0.11 -0.07
H -2.195760 -1.617712 5.978088 0.01 -0.05 -0.03
H -1.217917 1.889032 2.634674 -0.02 -0.02 -0.05
H 8.153735 0.269974 -1.642018 0.35 -0.16 -0.11
H 3.822527 6.109871 0.876298 -0.11 0.04 -0.02
H 9.457662 3.593396 0.143369 0.17 0.12 0.17
H 3.445925 3.341696 1.044901 -0.04 -0.01 0.06
H 7.403275 4.843907 1.538340 0.22 0.70 -0.26
H -2.061099 0.755497 6.680204 0.00 0.01 0.01
H 8.097766 1.194247 0.365989 -0.13 0.01 0.24
H -1.557504 2.507691 5.010766 -0.01 0.01 0.01
H -1.827384 -5.648298 0.044487 0.00 -0.01 -0.01
H 5.982286 2.108314 1.037500 -0.11 -0.13 -0.04
H -2.008594 -5.051407 2.439358 0.00 0.05 0.06
H -8.049704 -5.829736 -6.236422 -0.01 -0.01 -0.01
H -4.428681 -3.693824 1.971620 0.00 -0.02 0.03
H 1.304414 2.252445 -2.495688 -0.05 -0.01 -0.09
H -1.449030 -3.886393 -1.643849 -0.01 -0.01 -0.01
H 4.492405 7.606071 0.258525 -0.01 0.00 -0.10
H -10.112750 -4.601294 -5.648285 -0.01 0.00 -0.01
H 8.802359 3.092970 1.744226 0.11 0.05 0.05
H 5.350013 6.076309 2.699266 -0.01 0.00 0.08
H -10.309998 -3.504915 -3.434378 0.01 0.02 0.05
H -6.437580 -2.360197 2.515606 0.00 -0.01 0.02
H -1.220436 -1.523251 -0.933408 0.00 0.05 0.03
```
Forces are in eV/Å.

Values from the calculation:
Relative energy (zero: lowest compared OMol25 entry of this formula, charge and spin) (kJ/mol): 0.0
Net charge: +1
Kohn-Sham gap (eV): 7.502
Total energy (Ha): -2423.11988

# C30H19IrN6O3S4

A structure of composition C30H19IrN6O3S4 (the ωB97M-V functional and the def2-TZVPD basis, the Open Molecules 2025 dataset).

Geometry as XYZ:
```
63
Properties=species:S:1:pos:R:3:forces:R:3
Ir -0.054459 -0.276380 -0.363536 0.29 0.51 -0.27
S -0.854036 -0.009891 -2.780260 0.05 -0.15 0.04
S -4.851712 -0.256635 -1.255615 0.01 -0.14 0.01
S -2.322485 -0.363851 0.199229 -0.10 0.11 0.34
S -3.574286 0.028360 -3.914635 0.02 -0.12 -0.09
O -6.176776 -0.013697 -3.514769 -0.01 -0.21 -0.04
O 2.676764 -2.657894 2.241662 -0.23 0.03 0.08
O 2.554575 2.166346 -2.846901 -0.23 0.21 0.14
N 1.001273 1.727122 -1.279760 -0.07 0.34 0.13
N 0.919845 -1.431973 1.563246 -0.25 -0.16 0.33
N 0.811923 -6.598279 -2.581316 0.03 -0.03 -0.07
N 2.221035 -0.448788 -0.485071 0.00 -0.20 -0.28
N 0.527681 -5.623955 1.816568 -0.03 0.02 0.02
N -0.068935 -2.477864 -1.034362 0.15 -0.21 -0.16
C -2.510956 -0.103932 -2.545903 -0.22 0.01 0.25
C 2.057441 1.386805 -1.895506 0.48 -0.32 -0.03
C 4.084964 -1.902589 -0.257851 0.04 0.09 -0.01
C 1.728780 -2.726614 3.364947 0.18 -0.05 0.02
C -1.321624 3.887180 -3.149814 -0.02 -0.13 -0.01
C 1.568476 3.243317 -2.993285 0.16 -0.01 0.00
C 0.365023 -4.974619 -0.656406 -0.12 0.25 -0.10
C 2.849148 -1.433205 0.151612 -0.19 0.04 0.10
C -0.959722 1.023389 5.591760 0.00 -0.01 0.00
C -0.944425 -0.318010 5.951697 0.00 0.01 0.00
C -0.824321 3.305431 -1.988288 0.01 0.17 -0.05
C -0.025271 -0.894354 3.798879 0.03 0.00 -0.01
C 0.476612 -1.968627 2.861231 -0.04 -0.05 -0.15
C -2.686652 4.093827 -3.307866 -0.01 -0.03 0.06
C -5.100689 -0.109509 -3.014668 -0.07 0.49 0.01
C -3.071597 3.193890 -1.119660 -0.05 -0.04 -0.01
C -0.039127 0.447940 3.444585 0.02 0.02 0.02
C -3.567100 3.735946 -2.298931 0.03 0.01 -0.01
C 4.036353 -0.236645 -1.999532 0.05 0.02 0.02
C 0.436206 -5.366994 0.695984 0.07 -0.01 -0.03
C -3.119351 -0.244766 -1.291662 -0.14 0.03 -0.27
C 0.088934 -3.611533 -0.919511 0.10 -0.34 0.12
C 4.663623 -1.306998 -1.373764 0.01 -0.03 0.02
C -0.507958 1.402896 4.338690 0.01 -0.02 0.00
C -0.481783 -1.270195 5.059136 -0.03 -0.02 -0.02
C -1.711213 2.990979 -0.965100 0.01 0.02 0.11
C 2.092012 -1.865123 1.351960 0.35 0.04 -0.23
C 2.811582 0.172703 -1.502170 -0.17 0.11 0.15
C 0.655692 3.093001 -1.760725 -0.03 -0.13 -0.28
C 0.608899 -5.866058 -1.713460 -0.04 -0.03 0.10
H 2.202203 -2.233221 4.211516 -0.01 -0.01 0.00
H -4.629973 3.896265 -2.421367 -0.01 0.00 0.00
H 1.057883 3.076020 -3.938393 -0.02 -0.05 0.00
H 5.620772 -1.656950 -1.735136 0.00 0.00 0.00
H 4.582005 -2.691775 0.287800 -0.01 -0.01 0.01
H -1.323327 1.767029 6.287407 -0.01 0.01 0.01
H 2.120393 4.178247 -3.018455 -0.05 0.01 -0.04
H -3.745522 2.931176 -0.313877 -0.01 0.01 0.00
H -3.058067 4.538917 -4.220843 0.00 0.01 -0.01
H 0.983128 3.790062 -0.984414 0.00 -0.08 0.09
H -0.337709 -2.674153 2.666772 0.00 0.02 0.03
H 1.559273 -3.778548 3.580544 -0.01 0.04 -0.01
H -0.515258 2.446189 4.052542 0.00 0.01 0.00
H 4.489538 0.277506 -2.834753 -0.01 0.02 0.00
H -0.662384 4.185769 -3.953261 0.03 0.00 -0.01
H -1.340420 2.588871 -0.029403 0.03 -0.03 -0.02
H -1.298662 -0.622883 6.926936 0.00 0.00 0.01
H 0.320427 0.757870 2.471259 0.01 -0.01 0.00
H -0.486647 -2.316538 5.344271 0.00 -0.02 0.00
```
Forces are in eV/Å.

Values from the calculation:
Expectation value of S²: 8.8016
Relative energy (zero: lowest compared OMol25 entry of this formula, charge and spin) (kJ/mol): 44.1
Net charge: +1
Spin multiplicity: 6
Kohn-Sham gap (alpha / beta) (eV): 6.223 / 4.519
Total energy (Ha): -3405.62308

# C46H47FN5O

A cluster of 2 separate species, C46H47FN5O in total at a distorted geometry (the ωB97M-V functional and the def2-TZVPD basis, the Open Molecules 2025 dataset).

Geometry as XYZ:
```
100
Properties=species:S:1:pos:R:3:forces:R:3
F -0.614155 -1.791856 -2.705335 -0.30 -0.49 0.58
O 3.845504 4.530982 -0.467492 -2.04 -0.67 0.10
N 6.300546 1.578023 -1.349379 0.05 0.02 -0.01
N -2.450757 -3.353968 0.198540 -0.44 -0.45 -0.07
N 0.880175 2.954371 0.550265 -1.40 -1.61 0.74
N 1.678488 5.016235 0.169041 0.51 -0.37 -0.16
N -1.414428 -0.649291 2.743123 0.63 -0.03 1.93
C -4.104042 2.249985 1.777717 -0.03 -0.37 -0.25
C 0.433634 4.360725 0.541479 -0.20 0.69 -0.21
C -0.437446 -1.491332 2.358882 -0.75 -0.42 -0.16
C -2.242170 -6.315915 -2.736543 0.19 0.26 0.04
C 2.110127 2.765329 -0.210348 0.93 -0.07 -0.27
C 6.677680 2.097017 -0.118369 -0.72 -0.19 0.19
C -0.809129 -2.903015 -1.817396 0.19 -0.57 -0.55
C 2.920446 -3.299899 0.322426 -0.12 0.11 0.04
C 2.338524 -2.038672 0.130353 -0.22 -0.17 -0.23
C 0.523410 -3.075488 -1.091585 -0.01 0.16 -0.68
C -2.126510 0.949005 0.993253 0.88 0.89 -0.48
C -1.998304 -2.448756 -0.922470 -0.11 0.04 0.28
C -5.482089 2.445793 1.830957 0.21 -0.10 -0.01
C 4.943866 1.311553 -1.351730 -0.13 0.52 1.20
C 5.510307 2.166503 0.689509 0.16 -0.12 -0.84
C 2.996186 1.631221 0.335121 -0.33 -0.18 -0.11
C 4.415206 1.677705 -0.119984 0.73 -0.26 -0.75
C 1.162690 -4.311569 -1.008252 0.13 0.22 0.36
C -3.256138 -2.238316 -1.809072 0.48 0.53 0.27
C -1.705832 -5.253744 -1.998492 -0.04 -0.34 -0.31
C -3.031803 -2.378699 2.408475 0.13 0.26 0.12
C -1.279506 -4.043214 -4.054249 -0.03 -0.05 0.06
C -4.463675 0.138950 0.626503 0.45 0.30 0.07
C -2.301245 -6.237364 -4.131180 -0.04 0.09 -0.01
C 7.926594 2.475783 0.359305 0.05 0.04 0.41
C 6.852980 3.036567 2.476308 -0.57 -0.08 -0.04
C -0.017455 4.853658 1.926815 0.34 -0.19 0.04
C -4.258230 -3.305725 -1.410756 -0.40 -0.51 -0.16
C -2.617264 -1.182291 2.997991 0.27 -0.80 -0.47
C -6.352973 1.520570 1.242397 0.36 -0.11 -0.11
C -0.743514 -2.713126 1.770650 0.07 0.43 0.12
C -3.856258 -3.791135 -0.020316 0.36 -0.09 0.15
C -1.256203 2.019190 1.153774 -1.38 -0.17 0.56
C 2.693747 4.180193 -0.211726 1.50 0.76 0.25
C 0.115031 1.920383 0.953244 1.08 1.22 -1.09
C 2.351203 -4.424993 -0.273097 -0.16 0.05 -0.05
C 5.594300 2.663503 1.988351 0.56 0.19 0.16
C -5.836981 0.365186 0.639044 0.07 0.11 0.17
C -0.636192 4.623048 -0.527397 0.04 -0.06 -0.16
C -2.106612 -2.945716 1.495228 -0.13 0.90 -0.73
C -3.556766 1.104215 1.138366 -1.18 0.29 0.21
C -1.250864 -4.109849 -2.661344 0.23 0.33 0.32
C 8.006863 2.933403 1.681629 -0.10 -0.25 -0.71
C 1.156030 -1.923910 -0.600732 0.27 -0.33 0.15
C -1.809820 -5.105922 -4.787500 0.07 0.05 0.18
C 1.822869 6.450831 0.140455 -0.25 0.37 0.17
H 0.022367 -3.398568 1.423757 -0.12 0.27 -0.22
H 2.816327 -5.406947 -0.174666 -0.04 0.33 -0.01
H -5.870587 3.332832 2.332467 0.04 -0.28 -0.17
H -6.504154 -0.368131 0.180468 0.17 0.24 0.23
H 6.946672 3.422540 3.490352 -0.04 -0.11 -0.22
H -0.209959 4.443928 -1.522605 -0.15 0.01 0.18
H -0.895816 -3.154785 -4.561059 -0.19 -0.32 0.18
H 2.804995 -1.145550 0.547259 0.02 -0.37 -0.09
H 4.435711 0.904831 -2.221552 0.25 0.09 0.19
H 0.602074 -1.163879 2.466372 -0.37 -0.01 -0.14
H 4.682780 2.765617 2.580537 0.37 0.00 0.05
H -1.670238 -1.498608 -0.467781 -0.05 -0.36 -0.21
H -3.636478 -1.229748 -1.603828 0.00 -0.27 -0.27
H -0.835838 4.257655 2.329518 0.11 0.24 0.00
H 1.874604 2.519960 -1.272005 -0.06 0.19 0.55
H 0.742091 -5.177476 -1.521466 0.14 0.24 0.32
H 0.618747 0.956916 1.088968 -0.18 0.21 -0.60
H -1.630670 -5.307519 -0.908498 -0.12 -0.05 -0.47
H -4.233192 -4.145326 -2.117103 -0.01 0.28 0.12
H 8.786200 2.380715 -0.298531 0.07 0.13 0.29
H 0.726797 -0.945879 -0.832473 0.04 -0.24 0.24
H -2.998114 -2.293918 -2.870883 -0.09 0.11 0.27
H 1.673099 6.872337 1.141283 0.12 -0.01 -0.18
H -3.442488 2.986689 2.244048 -0.34 -0.29 -0.16
H 2.525345 0.693059 -0.004164 0.18 0.28 0.24
H 3.827717 -3.384806 0.923724 -0.26 -0.03 -0.24
H -2.614054 -7.194295 -2.207113 0.12 0.19 -0.23
H -3.901934 -4.885142 0.069868 -0.07 0.27 -0.03
H -1.701764 2.993073 1.369455 0.30 -0.63 -0.21
H 1.083570 6.897826 -0.536328 0.20 -0.03 0.07
H -4.529028 -3.368585 0.738495 0.27 -0.05 -0.13
H -4.067783 -0.799761 0.225928 -0.17 0.50 0.12
H -7.427531 1.699900 1.256086 0.27 -0.07 0.01
H -2.735048 -7.053320 -4.712233 0.16 0.22 0.21
H 6.938171 1.422388 -2.121712 -0.36 0.02 0.30
H 2.968750 1.654323 1.435884 -0.03 -0.03 -0.25
H -3.306171 -0.600344 3.617067 0.16 -0.09 -0.37
H -4.050850 -2.732213 2.543648 0.25 0.18 -0.12
H -0.350534 5.895821 1.845852 0.12 -0.30 0.07
H -0.955715 5.670306 -0.467208 0.04 -0.27 -0.05
H -1.835130 -5.023141 -5.874446 -0.04 -0.17 0.29
H 8.974987 3.207186 2.099135 -0.26 -0.02 -0.13
H 2.829834 6.692693 -0.204564 -0.17 -0.13 0.05
H -5.280869 -2.910725 -1.398040 0.18 -0.13 -0.07
H -1.756333 0.070731 0.458940 -0.16 0.09 0.59
H -1.506975 3.976983 -0.391524 0.10 0.23 -0.11
H 0.826389 4.784187 2.626189 -0.22 0.10 -0.14
```
Forces are in eV/Å.

Values from the calculation:
Net charge: +1
Kohn-Sham gap (eV): 5.328
Total energy (Ha): -2229.70141